{
  "formula": "C19H30Cl3FN5O3S",
  "method": "ωB97M-V with the def2-TZVPD basis set",
  "e_lumo_ev": -2.60,
  "molar_mass_g_mol": 533.9,
  "e_homo_ev": -11.4,
  "total_charge": 1,
  "homo_lumo_gap_ev": 8.81,
  "species": ["C", "C", "O", "N", "C", "C", "O", "C", "O", "C", "F", "C", "C", "N", "N", "N", "C", "N", "C", "C", "C", "C", "C", "C", "C", "C", "C", "S", "H", "H", "H", "H", "H", "H", "H", "H", "H", "H", "H", "H", "H", "H", "H", "H", "H", "H", "H", "H", "H", "H", "H", "H", "H", "H", "H", "H", "H", "C", "Cl", "Cl", "Cl", "H"],
  "positions_angstrom": [[2.856283, -2.269142, -1.321951], [2.486447, -0.724671, -1.200493], [3.332543, 0.015660, -0.600394], [1.300663, -0.040187, -1.747766], [0.929833, -0.474360, -3.114696], [0.457947, -1.926632, -3.570261], [1.037186, 0.396883, -4.028777], [0.126263, -0.110118, -0.796968], [-0.067514, -1.495858, -0.488929], [-0.539066, -1.807123, 0.816878], [0.073383, -3.096481, 1.141433], [-2.117118, -2.063016, 0.958476], [-2.998364, -1.731246, -0.335560], [-3.120692, -0.269668, -0.653981], [-4.410325, -2.183645, 0.019506], [-2.647376, -2.569676, -1.542459], [-0.097523, -0.836394, 2.009916], [0.935779, 0.204308, 1.667855], [1.075466, 1.092690, 2.869426], [2.117792, 2.282970, 2.734059], [3.405240, 2.205049, 3.636492], [4.492430, 3.339884, 3.635710], [4.333496, 4.599787, 2.732112], [3.059084, 4.696133, 1.817761], [2.804077, 5.988112, 0.876783], [1.993265, 3.542717, 1.843714], [0.471552, 0.878625, 0.412429], [-1.066562, 1.950542, 0.654520], [3.391269, -2.558316, -2.294676], [1.896194, -2.917036, -1.299044], [3.480043, -2.645311, -0.424105], [1.353499, -2.660827, -3.601134], [0.030607, -1.933832, -4.635815], [-0.306749, -2.421584, -2.867764], [-0.737137, 0.384755, -1.388910], [-2.305700, -3.179309, 1.196798], [-2.602853, -1.497328, 1.842952], [-4.014637, 0.120991, -0.310609], [-3.012905, -0.073908, -1.656479], [-5.083907, -1.736773, -0.636663], [-4.592360, -1.678960, 0.914766], [-2.314305, -1.978844, -2.315501], [-3.512648, -3.057234, -1.843146], [0.357120, -1.476306, 2.861109], [-0.969398, -0.269700, 2.513108], [1.823680, -0.297457, 1.450093], [0.080645, 1.529041, 3.249483], [1.443471, 0.412504, 3.731038], [3.598486, 1.334718, 4.348069], [5.390877, 3.238600, 4.345639], [5.123131, 5.419095, 2.781803], [1.777738, 5.849002, 0.367388], [3.640656, 6.154288, 0.122423], [2.680261, 6.904296, 1.571220], [1.088585, 3.685632, 1.170239], [1.310411, 1.588288, 0.061784], [-0.815488, 2.870268, 1.670327], [-5.737017, -3.821827, -3.935677], [-4.632406, -2.897630, -4.964221], [-4.845219, -4.640353, -2.644592], [-6.983784, -2.766106, -3.256345], [-6.224348, -4.577982, -4.548395]],
  "forces_ev_per_a": [[-1.289, -1.088, 0.083], [3.996, 1.514, 1.649], [-3.645, -2.609, -1.663], [-0.638, -1.920, 0.340], [0.032, 1.991, -4.645], [0.107, -0.950, 0.376], [-0.443, -3.248, 3.969], [1.004, 1.289, -1.294], [-0.640, 0.953, 2.029], [-1.031, -1.306, 1.438], [-0.606, 2.319, -0.800], [-0.813, -0.552, -0.320], [-2.283, -0.572, -0.950], [0.884, -0.208, 0.006], [0.747, 1.099, 1.088], [-0.215, 1.102, 0.844], [-0.363, -0.875, 1.712], [-1.114, -0.927, -0.476], [1.435, 1.735, 2.282], [3.630, 2.413, 0.468], [-0.087, 2.937, -1.958], [-3.104, 0.326, -2.042], [-2.946, -3.339, 0.244], [0.590, -2.217, 1.728], [-0.773, -0.735, 1.269], [2.492, 0.072, 1.700], [0.461, 2.339, -0.822], [0.053, -0.296, 0.435], [-0.636, 0.840, 1.390], [1.467, 1.198, -0.109], [-0.815, 1.171, -1.531], [-1.318, 1.370, 0.171], [0.714, 0.549, 1.698], [1.221, 0.892, -0.854], [1.130, -1.135, 1.169], [0.560, 1.805, -0.592], [1.132, -0.639, -1.398], [0.937, -0.409, -0.428], [-0.351, -0.224, 0.646], [0.819, -0.542, 0.294], [-0.195, -0.801, -0.652], [-0.259, -0.409, 0.482], [1.006, 0.610, 0.290], [-0.738, 0.798, -1.592], [1.305, -0.961, -1.365], [-0.252, 0.730, 0.209], [1.238, -1.034, -1.215], [-0.502, 1.049, -1.518], [-0.495, 1.254, -1.190], [-1.607, 0.175, -1.328], [-1.337, -1.241, -0.232], [1.805, 0.207, 0.561], [-1.189, -0.290, 1.068], [0.428, -1.411, -1.198], [1.397, -0.189, 0.969], [-1.204, -1.417, 0.567], [0.530, -0.924, -0.883], [-0.057, 0.042, -0.023], [-0.067, -0.078, 0.064], [-0.329, -0.284, -0.237], [0.111, -0.101, -0.054], [0.106, 0.153, 0.130]]
}


{
  "formula": "C19H30Cl3HfNOSi",
  "method": "ωB97M-V with the def2-TZVPD basis set",
  "e_lumo_ev": 4.67,
  "molar_mass_g_mol": 601.4,
  "e_homo_ev": 0.5,
  "total_charge": -2,
  "homo_lumo_gap_ev": 4.13,
  "species": ["C", "C", "C", "C", "C", "C", "C", "C", "C", "C", "Hf", "Cl", "Cl", "Cl", "H", "H", "H", "H", "H", "H", "H", "H", "H", "H", "H", "H", "H", "H", "H", "O", "H", "C", "Si", "C", "C", "N", "C", "C", "C", "C", "C", "C", "H", "H", "H", "H", "H", "H", "H", "H", "H", "H", "H", "H", "H", "H"],
  "positions_angstrom": [[-0.569033, 0.854785, -2.360228], [-0.717096, -0.532516, -2.680590], [0.583084, -1.103859, -2.765211], [-1.978181, -1.277943, -2.854343], [1.537686, -0.089259, -2.442931], [0.824961, 1.123379, -2.209838], [1.421510, 2.425733, -1.840910], [-1.654781, 1.840275, -2.223154], [0.879523, -2.523096, -3.050202], [2.982590, -0.318840, -2.219591], [-1.019357, -0.493144, 1.048533], [-2.295942, -2.533864, 1.206085], [-3.249614, 0.365632, 0.421467], [0.766995, -1.891839, 0.240126], [-2.833939, -0.605645, -2.787290], [-2.145692, -2.051536, -2.093049], [-1.970981, -1.751315, -3.842744], [0.106090, -3.204603, -2.663778], [1.848227, -2.822222, -2.627037], [0.927524, -2.649031, -4.142647], [3.152978, -1.224382, -1.615438], [3.440058, 0.513058, -1.668035], [3.506737, -0.439219, -3.180108], [2.318439, 2.304579, -1.215659], [0.720182, 3.044348, -1.266278], [1.708050, 2.978606, -2.752832], [-2.550870, 1.394232, -1.775530], [-1.905521, 2.256971, -3.212165], [-1.385213, 2.653643, -1.540702], [-0.466271, 1.329058, 0.534703], [-0.151634, 2.098209, 1.042035], [-2.829553, 0.321586, 3.736494], [-1.086019, -0.140461, 4.257391], [-0.500912, 1.275029, 5.323474], [-1.122147, -1.864376, 4.961849], [0.036902, -0.295460, 2.895709], [1.409464, -0.245333, 3.082017], [2.279127, 0.102628, 2.002167], [3.654729, -0.110735, 2.107673], [4.248130, -0.429476, 3.335887], [3.408049, -0.615539, 4.440086], [2.018163, -0.549883, 4.327025], [-3.353197, 0.627684, 4.657693], [-3.380162, -0.515066, 3.285492], [-2.876397, 1.158082, 3.023074], [-1.202818, 1.443349, 6.153173], [0.494899, 1.112674, 5.748192], [-0.438567, 2.196664, 4.725130], [-1.410864, -2.558524, 4.155662], [-0.128325, -2.163979, 5.314675], [-1.842530, -1.917730, 5.791822], [1.858532, 0.481562, 1.064579], [4.261956, -0.010041, 1.211610], [5.336865, -0.538357, 3.428663], [3.849273, -0.835667, 5.409707], [1.408595, -0.762431, 5.215202]],
  "forces_ev_per_a": [[1.321, -1.088, 0.156], [1.480, 0.788, 0.514], [-0.144, 1.543, 0.558], [-0.434, -0.144, -0.234], [-1.639, 0.036, -0.147], [-0.672, -1.378, -0.252], [0.166, 0.352, -0.057], [-0.582, 0.312, -0.068], [0.056, -0.259, -0.286], [0.336, -0.121, -0.057], [1.670, 0.802, -1.311], [-0.658, -1.169, 0.645], [-0.756, 0.209, 0.067], [-0.031, -0.114, -0.089], [-0.131, 0.008, -0.112], [0.085, -0.098, -0.103], [-0.367, -0.230, -0.042], [0.172, 0.107, -0.029], [-0.140, -0.068, -0.062], [0.105, -0.449, -0.023], [0.045, 0.064, -0.137], [0.031, -0.050, -0.165], [0.327, -0.021, 0.184], [-0.027, 0.072, -0.127], [0.057, -0.025, -0.127], [0.116, 0.259, 0.285], [0.094, 0.141, -0.328], [-0.227, 0.250, 0.141], [0.047, 0.025, -0.174], [0.479, 0.902, 0.971], [-0.201, -0.727, -0.470], [-0.110, -0.008, -0.143], [1.010, -0.303, -1.211], [0.103, 0.224, 0.666], [-0.244, -0.055, 0.723], [-1.406, 0.499, 0.595], [0.413, 0.246, -0.109], [0.113, -0.366, 0.365], [-0.309, 0.379, 0.287], [-0.272, -0.181, 0.049], [0.165, 0.088, -0.193], [0.270, -0.021, -0.244], [0.098, -0.091, -0.186], [0.098, 0.199, 0.093], [0.005, -0.195, 0.271], [0.122, 0.085, -0.109], [-0.189, 0.038, -0.040], [-0.153, -0.282, 0.057], [-0.033, 0.315, 0.232], [-0.255, -0.010, 0.012], [0.127, -0.323, -0.089], [0.122, -0.388, 0.352], [-0.025, 0.179, 0.125], [-0.508, 0.008, -0.038], [-0.060, -0.024, -0.048], [0.338, 0.057, -0.537]]
}